# 1
Molecular formula: C5H7NO
Method: DFT, ωB97M-V with the def2-TZVPD basis set

Last columns: bonded neighbours and bond lengths (Å).
Cartesian coordinates (Å):
1 C -1.75043 -0.72100 -0.11523  N2 1.497, H4 1.086, C8 1.448, H10 1.088
2 N -1.95638 0.52517 -0.91862  C1 1.497, C8 1.416, H13 1.018
3 C 1.79192 -0.28175 -0.05514  H5 1.100, H7 1.098, C11 1.513, C12 1.516
4 H -1.71722 -1.63896 -0.69516  C1 1.086
5 H 2.73634 0.28262 -0.06123  C3 1.100
6 O -0.11411 1.09991 0.71776  C8 1.399, C12 1.472
7 H 1.86029 -1.09075 -0.79441  C3 1.098
8 C -0.72981 0.29760 -0.24939  C1 1.448, N2 1.416, O6 1.399, C12 1.445
9 H 1.78877 -0.16844 2.05360  C11 1.107
10 H -2.22719 -0.79742 0.85990  C1 1.088
11 C 1.29887 -0.79137 1.28108  C3 1.513, H9 1.107
12 C 0.65842 0.64425 -0.44925  C3 1.516, O6 1.472, C8 1.445, H14 1.090
13 H -2.52131 1.20300 -0.41130  N2 1.018
14 H 0.88183 1.43714 -1.16262  C12 1.090

Summary:
strongest force on any atom = 0.006 hartree/bohr
total charge = 0
HOMO (alpha / beta) = -8.76 / -8.76 eV
ΔE to the lowest compared entry with this formula, charge and spin = 669.3 kJ/mol


# 2
Molecular formula: C4H7N3S
Method: DFT, ωB97M-V with the def2-TZVPD basis set

Last columns: bonded neighbours and bond lengths (Å).
Cartesian coordinates (Å):
1 N 0.25260 0.25667 -1.18643  C5 1.410, C9 1.384
2 N -0.07326 2.57759 -0.64094  C5 1.319, H14 1.015
3 C -0.34356 -0.56871 0.80851  C9 1.328, H10 1.111, N15 1.386
4 S 1.01918 -2.42641 -0.68241  C9 1.796, H13 1.460
5 C -0.19692 1.29718 -0.34794  N1 1.410, N2 1.319, N15 1.367
6 H -1.58912 0.94162 2.75633  C8 1.202
7 H -0.52319 2.32191 1.96927  C8 1.121
8 C -1.29884 1.54088 1.75621  H6 1.202, H7 1.121, H11 1.181, N15 1.358
9 C 0.34318 -0.80563 -0.30371  N1 1.384, C3 1.328, S4 1.796
10 H -0.67449 -1.16694 1.68393  C3 1.111
11 H -2.31312 2.02257 1.38876  C8 1.181
12 H 1.51559 0.62803 -1.68163  no bonds
13 H 0.10947 -3.13231 0.21597  S4 1.460
14 H -0.38433 3.14382 0.14189  N2 1.015
15 N -0.67519 0.77739 0.82245  C3 1.386, C5 1.367, C8 1.358

Summary:
strongest force on any atom = 0.112 hartree/bohr
total charge = 0
HOMO = -7.44 eV
ΔE to the lowest compared entry with this formula, charge and spin = 393.2 kJ/mol